Here is a structure of composition C30H46BrN4O6SiTl from OMol25. Energies are from the ωB97M-V functional and the def2-TZVPD basis.

The geometry in XYZ format:
```
89
Properties=species:S:1:pos:R:3
Tl 0.281 -0.494 0.854
O -0.957 -3.907 -0.461
C -1.646 -2.854 -1.097
C -0.893 -2.247 -2.279
N -0.073 -1.065 -1.923
C 1.313 -1.330 -2.349
C 1.911 -2.607 -1.722
O 2.634 -3.299 -2.453
O 1.656 -2.782 -0.492
C -0.640 0.155 -2.539
C -0.998 2.107 -0.860
O -1.191 3.321 -0.770
O -1.391 1.213 -0.044
H -0.024 -3.614 -0.352
H -1.883 -2.047 -0.389
H -2.597 -3.270 -1.445
H -1.620 -1.969 -3.045
H -0.253 -3.022 -2.707
H 1.959 -0.529 -2.018
H 1.381 -1.414 -3.443
H -2.288 -0.042 -1.358
H -0.469 0.092 -3.624
O 3.625 2.484 -0.459
C 2.808 1.725 0.113
N 1.673 1.246 -0.348
C 1.326 1.794 -1.649
C -0.144 1.596 -2.075
C -0.332 2.486 -3.277
C -1.409 2.557 -4.066
C -2.686 1.878 -3.880
C -2.954 0.879 -3.017
N -2.076 0.068 -2.346
C 3.194 1.312 1.527
C 4.545 1.352 1.881
C 4.915 1.011 3.165
C 3.928 0.648 4.076
C 2.617 0.634 3.637
N 2.252 0.956 2.397
H 1.493 2.875 -1.630
H 1.985 1.424 -2.444
H 0.515 3.113 -3.540
H -1.370 3.262 -4.892
H -3.536 2.295 -4.407
H -3.993 0.625 -2.821
H 5.255 1.661 1.127
H 5.958 1.025 3.460
H 4.170 0.377 5.096
H 1.812 0.348 4.309
C -3.351 -0.290 5.732
C -4.463 0.637 5.213
C -5.694 -0.254 4.989
C -4.788 1.649 6.322
Si -3.961 1.503 3.556
Br -3.091 -0.108 2.277
C -2.563 2.799 3.766
C -1.840 3.052 2.428
C -3.106 4.131 4.309
C -1.492 2.290 4.742
C -5.479 2.170 2.565
C -6.427 2.985 3.458
C -5.023 3.058 1.396
C -6.281 1.024 1.923
H -3.741 -0.858 6.586
H -2.476 0.255 6.074
H -3.031 -1.005 4.973
H -5.901 -0.816 5.909
H -5.524 -0.977 4.188
H -6.588 0.323 4.751
H -5.089 1.110 7.229
H -5.603 2.322 6.052
H -3.920 2.258 6.579
H -2.481 3.457 1.651
H -1.386 2.151 2.018
H -1.037 3.779 2.600
H -3.792 4.613 3.613
H -2.266 4.817 4.466
H -3.622 4.016 5.266
H -1.126 1.299 4.462
H -1.850 2.257 5.774
H -0.638 2.975 4.710
H -5.916 3.799 3.977
H -6.920 2.364 4.208
H -7.212 3.430 2.836
H -4.562 3.987 1.724
H -5.904 3.322 0.797
H -4.322 2.539 0.739
H -6.607 0.269 2.637
H -5.696 0.521 1.153
H -7.174 1.447 1.447
```

**Electronic energy**: -4877.37534 a.u.
**2S+1**: 1
**Frontier orbital gap**: 0.2260 hartree
**Maximum force**: 0.3 eV/Å
**LUMO**: 0.13840 Ha
**Net charge**: -2


Here is a structure of composition C16H30MnO5PS6 from OMol25. Energies are from the ωB97M-V functional and the def2-TZVPD basis.

The geometry in XYZ format:
```
59
Properties=species:S:1:pos:R:3
Mn -0.765 1.314 -0.242
C -0.172 4.156 1.520
C -0.892 2.981 2.099
C -2.086 3.245 2.963
O -0.550 1.822 1.875
H 0.307 4.694 2.345
H -0.894 4.828 1.055
H 0.561 3.835 0.788
H -2.029 4.200 3.482
H -2.250 2.420 3.654
H -2.920 3.270 2.253
O -1.881 1.270 -1.992
S -2.231 2.629 -1.415
O -3.098 3.443 -2.207
O -2.727 2.271 -0.037
O -0.852 3.200 -1.107
C -3.245 -1.036 0.756
C -2.171 -1.903 0.096
C -2.236 -3.326 0.654
P -0.542 -0.996 0.087
C 0.451 -1.475 1.583
C -0.338 -1.220 2.865
C 1.115 -2.850 1.614
C 0.388 -1.723 -1.354
C 0.031 -1.020 -2.661
C 0.252 -3.232 -1.572
H -4.230 -1.487 0.605
H -3.261 -0.024 0.351
H -3.079 -0.965 1.834
H -2.406 -1.950 -0.975
H -2.076 -3.338 1.732
H -1.514 -4.001 0.200
H -3.232 -3.738 0.475
H 1.258 -0.736 1.528
H -1.137 -1.952 2.997
H -0.781 -0.226 2.873
H 0.327 -1.308 3.728
H 0.390 -3.665 1.598
H 1.695 -2.947 2.535
H 1.804 -2.982 0.781
H 1.433 -1.496 -1.110
H -0.991 -1.253 -2.967
H 0.709 -1.365 -3.446
H 0.095 0.063 -2.599
H -0.767 -3.492 -1.867
H 0.516 -3.828 -0.702
H 0.908 -3.534 -2.392
C 5.047 0.389 -0.150
S 4.153 -0.627 -1.347
C 3.324 0.623 -2.257
C 2.306 1.387 -1.796
S 1.635 1.322 -0.204
S 1.678 2.554 -2.945
C 2.757 2.203 -4.254
S 2.661 2.923 -5.736
S 3.867 0.935 -3.888
H 5.571 -0.293 0.520
H 4.340 0.983 0.425
H 5.771 1.030 -0.648
```

**Electronic energy**: -4885.46263 a.u.
**2S+1**: 2
**Frontier orbital gap (spin up / spin down)**: 0.2642 / 0.2626 hartree
**Maximum force**: 0.8 eV/Å
**LUMO (spin up / spin down)**: 0.08976 / 0.08980 Ha
**⟨S²⟩**: 1.103
**Net charge**: -1


Here is a cluster of 2 separate species, H3OPS2 in total at a distorted geometry from OMol25. Energies are from the ωB97M-V functional and the def2-TZVPD basis.

The geometry in XYZ format:
```
7
Properties=species:S:1:pos:R:3
O 0.382 0.379 -0.383
P -0.862 0.507 0.610
S -0.979 1.357 -2.844
S 0.710 0.796 -2.038
H 1.332 -1.819 2.286
H -1.757 0.815 -0.594
H 1.174 -2.036 2.963
```

**Electronic energy**: -1214.65538 a.u.
**2S+1**: 1
**Frontier orbital gap (spin up / spin down)**: 0.2985 / 0.2197 hartree
**Maximum force**: 2.5 eV/Å
**LUMO (spin up / spin down)**: -0.03038 / -0.07461 Ha
**Net charge**: 0


Here is an isolated molecule of C6H6O from OMol25. Energies are from the ωB97M-V functional and the def2-TZVPD basis.

The geometry in XYZ format:
```
13
Properties=species:S:1:pos:R:3
O 1.900 -0.646 1.528
C 0.629 -0.159 1.605
C 0.250 1.736 -1.039
C -0.354 0.614 -1.318
C -0.982 -0.535 -1.266
C -0.422 -0.756 1.086
C -1.185 -1.143 0.086
H 1.884 -1.368 0.882
H 0.587 0.768 2.172
H 1.333 1.800 -0.949
H -0.330 2.633 -0.837
H -1.330 -1.064 -2.149
H -1.979 -1.879 0.199
```

**Electronic energy**: -307.32415 a.u.
**2S+1**: 1
**Frontier orbital gap**: 0.3514 hartree
**Maximum force**: 0.4 eV/Å
**LUMO**: 0.02863 Ha
**Net charge**: 0


Here is an isolated molecule of C8H8O2 at a distorted geometry from OMol25. Energies are from the ωB97M-V functional and the def2-TZVPD basis.

The geometry in XYZ format:
```
18
Properties=species:S:1:pos:R:3
O -1.084 -1.198 2.421
C -1.236 -0.065 1.928
O -2.486 0.471 2.368
C -0.355 0.967 1.272
C 0.137 0.400 -0.160
C 1.338 0.848 -0.632
C 1.770 0.291 -1.838
C 1.448 -1.002 -2.004
C 0.097 -1.286 -1.662
C -0.697 -0.567 -0.665
H -2.988 -0.032 3.035
H 0.587 1.141 1.778
H -1.174 1.710 1.096
H 1.801 1.753 -0.274
H 2.742 0.572 -2.161
H 1.950 -1.534 -2.751
H -0.347 -2.306 -1.926
H -1.502 -0.163 0.176
```

**Electronic energy**: -459.95816 a.u.
**2S+1**: 1
**Frontier orbital gap**: 0.3548 hartree
**Maximum force**: 7.6 eV/Å
**LUMO**: 0.01318 Ha
**Structure (SMILES)**: O=C(O)Cc1ccccc1
**Net charge**: 0


Here is an isolated molecule of C21H23BrN2O4 from OMol25. Energies are from the ωB97M-V functional and the def2-TZVPD basis.

The geometry in XYZ format:
```
51
Properties=species:S:1:pos:R:3
C 2.918 -2.875 -1.099
O 2.814 -1.937 -0.052
C 1.609 -1.660 0.525
C 1.696 -1.001 1.747
C 0.573 -0.612 2.447
C -0.689 -0.918 1.963
C -1.915 -0.524 2.747
C -3.131 -0.175 1.884
N -2.794 0.780 0.851
C -2.928 0.512 -0.458
O -3.402 -0.524 -0.885
C -2.409 1.578 -1.427
C -2.294 2.982 -0.851
C -0.923 2.984 -0.185
O -0.569 3.735 0.694
N -0.190 1.988 -0.763
C 1.161 1.706 -0.529
C 1.895 0.993 -1.477
C 3.228 0.703 -1.261
C 3.833 1.121 -0.091
Br 5.657 0.695 0.218
C 3.125 1.837 0.857
C 1.793 2.128 0.639
C -0.944 1.257 -1.765
C -0.787 -1.598 0.757
C 0.332 -1.941 0.008
O 0.233 -2.522 -1.233
C -1.025 -2.996 -1.661
H 2.460 -2.509 -2.021
H 2.465 -3.832 -0.829
H 3.989 -3.012 -1.251
H 2.684 -0.800 2.131
H 0.684 -0.085 3.382
H -2.199 -1.341 3.417
H -1.662 0.336 3.373
H -3.533 -1.057 1.381
H -3.917 0.244 2.521
H -2.312 1.610 1.158
H -3.036 1.525 -2.319
H -3.087 3.260 -0.159
H -2.275 3.726 -1.652
H 1.438 0.662 -2.396
H 3.790 0.151 -1.998
H 3.607 2.162 1.766
H 1.244 2.690 1.375
H -0.728 0.189 -1.698
H -0.696 1.611 -2.774
H -1.760 -1.852 0.375
H -1.418 -3.753 -0.977
H -1.760 -2.192 -1.769
H -0.844 -3.449 -2.635
```

**Electronic energy**: -3798.54904 a.u.
**2S+1**: 1
**Frontier orbital gap**: 0.3175 hartree
**Maximum force**: 0.6 eV/Å
**LUMO**: 0.02387 Ha
**Structure (SMILES)**: COc1ccc(CCNC(=O)[C@H]2CC(=O)N(c3ccc(Br)cc3)C2)cc1OC
**Net charge**: 0